ORCA calculation (wB97M-V/def2-TZVPD) on a molecular structure, C13H32CdO3SSi.

Highest occupied orbital energy (eV): -8.92
Kohn-Sham gap (hartree): 0.34286
Charge: 0

Cartesian coordinates (Å):
Cd 1.011 -0.808 -3.408
C 0.552 -0.400 -5.452
H 1.543 -0.318 -5.929
H -0.018 -1.182 -5.965
H 0.015 0.548 -5.513
H -2.167 0.805 -4.572
H -2.388 0.289 -4.071
C -1.598 2.752 -2.026
C -0.789 2.101 -0.909
C 0.607 2.713 -0.884
C -1.516 2.328 0.406
O -0.725 0.676 -1.177
Si 0.229 -0.325 -0.226
S 1.939 -0.945 -1.198
O 0.646 0.434 1.153
C 1.434 0.822 2.323
C 2.873 0.366 2.155
C 1.411 2.342 2.469
C 0.791 0.182 3.546
O -0.855 -1.518 0.165
C -0.843 -2.881 0.655
C 0.443 -3.600 0.280
C -1.013 -2.897 2.166
C -2.011 -3.612 0.010
H -1.777 3.803 -1.766
H -2.572 2.269 -2.160
H -1.063 2.732 -2.982
H 0.538 3.777 -0.618
H 1.253 2.236 -0.139
H 1.075 2.637 -1.874
H -2.534 1.922 0.348
H -0.991 1.859 1.245
H -1.593 3.403 0.612
H 3.334 0.801 1.259
H 3.450 0.700 3.032
H 2.946 -0.727 2.100
H 0.391 2.741 2.525
H 1.922 2.614 3.403
H 1.954 2.835 1.654
H -0.291 0.371 3.568
H 0.973 -0.898 3.553
H 1.221 0.596 4.470
H 1.321 -3.119 0.724
H 0.389 -4.636 0.649
H 0.583 -3.616 -0.807
H -1.914 -2.353 2.471
H -1.110 -3.934 2.526
H -0.147 -2.454 2.666
H -2.967 -3.131 0.241
H -1.901 -3.655 -1.079
H -2.061 -4.645 0.382

ORCA calculation (wB97M-V/def2-TZVPD) on a molecular structure, C13H32ClINOP2Pr.

Highest occupied orbital energy (alpha / beta) (eV): -15.24 / -15.22
Kohn-Sham gap (alpha / beta) (hartree): 0.31357 / 0.31701
2S+1: 3
Charge: +2

Cartesian coordinates (Å):
C -1.076 -0.168 -5.309
I -2.232 -0.193 -3.398
H -0.006 -0.062 -5.082
H -1.444 0.690 -5.884
H -1.285 -1.118 -5.815
Pr 0.411 -0.177 -1.681
P 0.301 2.839 -1.647
C -1.223 3.852 -1.473
C 1.290 3.626 -0.314
H 1.333 4.712 -0.478
H 1.188 4.731 -2.927
H 2.310 3.221 -0.317
H 2.004 3.185 -3.344
H -1.680 3.666 -0.490
H 0.834 3.425 0.664
C 1.038 3.658 -3.120
H -0.990 4.924 -1.569
H 0.366 3.531 -3.980
H -1.938 3.564 -2.257
P 0.284 -3.152 -1.274
C -1.196 -4.167 -0.916
C 1.035 -4.162 -2.603
H 2.300 -3.233 0.110
H 1.407 -4.788 0.129
H 0.821 -3.397 1.104
C 1.304 -3.693 0.161
H 1.992 -3.714 -2.895
H 1.198 -5.190 -2.251
H -0.924 -5.230 -0.859
H -1.926 -4.024 -1.722
H 0.358 -4.168 -3.466
H -1.644 -3.855 0.037
Cl 2.907 -0.225 -2.179
O 0.361 -0.199 0.524
C 0.039 -0.209 1.768
C 1.069 -0.096 2.831
C 0.872 1.121 3.745
C -0.157 0.887 4.844
C -1.578 0.716 4.319
C -1.786 -0.507 3.433
N -1.252 -0.314 2.072
H 1.037 -1.028 3.422
H 2.045 -0.019 2.337
H 1.829 1.369 4.218
H 0.586 2.002 3.155
H 0.138 0.006 5.431
H -0.149 1.754 5.518
H -2.255 0.619 5.178
H -1.882 1.617 3.768
H -1.324 -1.405 3.876
H -2.862 -0.678 3.324
H -1.848 -0.545 1.279

ORCA calculation (wB97M-V/def2-TZVPD) on 3 unconnected molecules or ions with the total composition C13H32F2N3O4PS.

Highest occupied orbital energy (eV): -8.86
Kohn-Sham gap (hartree): 0.33914
Charge: 0
SMILES: C[C@@H](F)C[PH2](S)C(=O)NC(=O)F.COC[C@@H](C)N.COC[C@@H](C)N

Cartesian coordinates (Å):
C 0.888 -0.963 2.771
C -0.362 -0.923 1.909
F -1.407 -1.479 2.651
C -0.810 0.480 1.520
P 0.173 1.243 0.176
S -0.457 -0.248 -1.380
C 0.670 2.761 1.315
O 0.048 3.770 1.230
N 1.762 2.689 2.330
C 3.070 2.651 1.837
O 3.819 3.537 1.674
F 3.457 1.359 1.540
H 1.305 -1.972 2.799
H 0.635 -0.673 3.796
H 1.660 -0.297 2.373
H -0.251 -1.550 1.022
H -1.843 0.437 1.154
H -0.799 1.118 2.412
H -0.442 2.205 -0.632
H 1.510 0.861 0.006
H 0.634 -1.024 -1.505
H 1.608 1.913 2.967
C 5.860 -3.483 -3.127
O 4.725 -4.084 -2.534
C 4.505 -3.770 -1.175
C 3.752 -2.456 -0.938
C 4.596 -1.206 -1.159
N 2.532 -2.358 -1.746
H 6.682 -3.399 -2.410
H 5.640 -2.491 -3.530
H 6.174 -4.126 -3.948
H 3.895 -4.589 -0.784
H 5.456 -3.773 -0.626
H 3.444 -2.470 0.113
H 4.730 -1.001 -2.222
H 4.103 -0.337 -0.722
H 5.581 -1.304 -0.702
H 1.919 -3.138 -1.524
H 2.786 -2.501 -2.721
C -4.422 0.584 -1.538
O -3.891 1.341 -0.462
C -4.498 2.599 -0.234
C -5.770 2.548 0.618
C -6.992 2.017 -0.123
N -5.597 1.787 1.857
H -4.734 1.229 -2.365
H -5.265 -0.039 -1.230
H -3.620 -0.068 -1.884
H -3.750 3.189 0.303
H -4.692 3.100 -1.191
H -5.980 3.584 0.904
H -6.955 0.931 -0.222
H -7.898 2.261 0.430
H -7.071 2.449 -1.123
H -4.872 2.213 2.425
H -5.243 0.864 1.619

ORCA calculation (wB97M-V/def2-TZVPD) on 4 unconnected molecules or ions with the total composition C13H32NO4S3.

Highest occupied orbital energy (eV): -0.80
Kohn-Sham gap (hartree): 0.10447
Charge: -1

Cartesian coordinates (Å):
C -0.456 3.838 -0.491
C 0.349 3.454 0.518
C 0.855 2.031 0.713
N 1.347 1.502 -0.522
C 1.461 0.085 -0.440
C 1.387 -0.636 -1.802
C 2.069 0.089 -2.954
O 1.363 1.218 -3.428
C 2.004 2.459 -3.326
H -1.226 3.163 -0.850
H -0.327 4.805 -0.972
H 0.654 4.184 1.273
H 1.639 2.118 1.491
H 0.031 1.400 1.149
H 2.411 -0.259 0.067
H 0.633 -0.330 0.184
H 0.371 -0.909 -2.080
H 1.944 -1.577 -1.692
H 2.112 -0.616 -3.803
H 3.109 0.310 -2.686
H 3.006 2.384 -2.897
H 1.423 3.111 -2.670
H 2.077 2.930 -4.320
C -1.349 -4.537 0.718
S -0.681 -4.504 -0.953
O -0.192 -3.125 -1.187
C -2.274 -4.614 -1.773
H -0.515 -4.418 1.406
H -2.052 -3.713 0.837
H -1.846 -5.492 0.895
H -2.891 -3.781 -1.449
H -2.761 -5.558 -1.523
H -2.102 -4.560 -2.846
C -5.479 -1.535 0.788
S -6.101 -2.932 -0.154
O -4.928 -3.800 -0.446
C -6.442 -2.012 -1.659
H -5.161 -1.908 1.759
H -4.630 -1.093 0.266
H -6.276 -0.803 0.918
H -5.525 -1.535 -2.007
H -7.212 -1.266 -1.461
H -6.798 -2.719 -2.405
C 4.512 3.439 5.221
S 3.943 3.458 3.508
O 2.736 2.609 3.435
C 5.296 2.475 2.849
H 3.769 3.965 5.818
H 4.597 2.407 5.562
H 5.473 3.950 5.294
H 5.318 1.509 3.354
H 6.237 3.008 2.986
H 5.099 2.331 1.788

Computed values of energy (unit: eV) for the preceding records, in sequence: -43424.11193; -70797.59978; -52216.83897; -56179.23771.